i:
# C3H6O

2 unconnected molecules or ions with the total composition C3H6O (ωB97M-V/def2-TZVPD, the Open Molecules 2025 dataset).

Summary:
E_LUMO   1.2 eV
E_HOMO   -9.222 eV
2S+1   1
HOMO-LUMO gap   10.4 eV
Structure (SMILES)   C=C1CO1.[H][H]

Last column: Mulliken charge in e.
Positions of all 10 atoms, in Å:
1 C -0.072 -0.145 1.479  -0.81
2 C -0.565 -0.184 0.252  0.32
3 C -0.856 0.095 -1.155  -0.08
4 O -1.166 -1.143 -0.474  -0.40
5 H 0.244 0.767 1.965  0.29
6 H 2.040 0.337 -0.071  -0.16
7 H -0.110 -1.076 2.049  0.24
8 H 2.270 0.738 -0.639  0.16
9 H -1.718 0.655 -1.522  0.21
10 H -0.067 -0.043 -1.885  0.22

ii:
# C3H6O

C3H6O in the gas phase (ωB97M-V/def2-TZVPD, the Open Molecules 2025 dataset).

Summary:
E_LUMO   -0.7 eV
E_HOMO   -9.108 eV
2S+1   1
HOMO-LUMO gap   8.4 eV

Last column: Mulliken charge in e.
Positions of all 10 atoms, in Å:
1 C 0.843 0.173 -1.008  -0.73
2 C -0.429 -0.157 -0.416  0.67
3 O -1.349 -0.759 -1.007  -0.65
4 C -0.349 -0.151 1.108  -0.87
5 H 1.186 -0.405 -1.879  0.26
6 H -0.462 1.115 -0.651  0.13
7 H 1.578 0.806 -0.516  0.30
8 H -1.341 0.066 1.491  0.28
9 H -0.087 -1.194 1.324  0.26
10 H 0.410 0.507 1.555  0.35

iii:
# C3H6O

C3H6O in the gas phase (ωB97M-V/def2-TZVPD, the Open Molecules 2025 dataset).

Summary:
E_LUMO   0.4 eV
E_HOMO   -8.206 eV
2S+1   1
HOMO-LUMO gap   8.6 eV

Last column: Mulliken charge in e.
Positions of all 10 atoms, in Å:
1 C -0.285 0.130 1.454  -0.71
2 C 0.553 0.797 0.411  -0.18
3 C 0.242 -0.238 -1.467  -0.63
4 O -0.199 0.902 -0.730  -0.18
5 H -0.520 0.916 2.182  0.29
6 H 0.332 -0.598 1.991  0.29
7 H -1.211 -0.326 1.087  0.27
8 H 1.222 -0.554 -1.083  0.35
9 H 0.343 0.023 -2.518  0.26
10 H -0.476 -1.051 -1.326  0.23

iv:
# C3H6O

C3H6O in the gas phase (ωB97M-V/def2-TZVPD, the Open Molecules 2025 dataset).

Summary:
E_LUMO   1.0 eV
E_HOMO   -9.562 eV
2S+1   1
HOMO-LUMO gap   10.5 eV
Structure (SMILES)   OC1CC1

Last column: Mulliken charge in e.
Positions of all 10 atoms, in Å:
1 O -1.252 1.175 0.364  -0.51
2 C -0.429 0.263 -0.290  0.10
3 C -0.044 -1.021 0.318  -0.54
4 C 0.998 0.063 0.095  -0.57
5 H -1.289 1.805 -0.358  0.32
6 H -0.632 0.261 -1.359  0.27
7 H -0.065 -1.872 -0.353  0.22
8 H -0.367 -1.215 1.336  0.23
9 H 1.701 -0.041 -0.723  0.23
10 H 1.381 0.581 0.971  0.25

Stability ranking, top and bottom: iv is the most stable and iii is the least stable.

i:
# C3H6O

2 unconnected molecules or ions with the total composition C3H6O (ωB97M-V/def2-TZVPD, the Open Molecules 2025 dataset).

Summary:
E_LUMO   0.7 eV
E_HOMO   -9.758 eV
2S+1   1
HOMO-LUMO gap   10.5 eV
Structure (SMILES)   C=C.C=O

Last column: Mulliken charge in e.
Positions of all 10 atoms, in Å:
1 C 1.955 0.131 1.525  -0.53
2 C 0.908 0.591 0.839  -0.38
3 H 2.544 0.908 2.003  0.22
4 H 2.226 -0.907 1.627  0.26
5 H 0.808 1.656 0.691  0.23
6 H 0.331 -0.138 0.276  0.23
7 O -1.173 -0.755 -1.161  -0.37
8 C -2.207 -0.547 -1.723  -0.10
9 H -2.190 -0.471 -2.826  0.21
10 H -3.202 -0.469 -1.251  0.22

ii:
# C3H6O

C3H6O in the gas phase (ωB97M-V/def2-TZVPD, the Open Molecules 2025 dataset).

Summary:
E_LUMO   1.1 eV
E_HOMO   -9.705 eV
2S+1   1
HOMO-LUMO gap   10.8 eV
Structure (SMILES)   C[C@H]1CO1

Last column: Mulliken charge in e.
Positions of all 10 atoms, in Å:
1 C 0.226 -0.982 0.832  -0.82
2 C -0.211 0.244 0.176  0.18
3 C -0.274 0.712 -1.205  -0.23
4 O -1.461 0.391 -0.457  -0.43
5 H 0.238 -0.935 1.916  0.30
6 H 1.316 -0.287 0.810  0.16
7 H -0.281 -1.940 0.524  0.30
8 H 0.630 0.900 0.813  0.10
9 H -0.146 1.793 -1.337  0.22
10 H -0.036 0.103 -2.071  0.22

iii:
# C3H6O

2 unconnected molecules or ions with the total composition C3H6O (ωB97M-V/def2-TZVPD, the Open Molecules 2025 dataset).

Summary:
E_LUMO   0.6 eV
E_HOMO   -8.519 eV
2S+1   1
HOMO-LUMO gap   9.1 eV

Last column: Mulliken charge in e.
Positions of all 10 atoms, in Å:
1 C -0.765 0.360 -0.208  -0.55
2 C -1.172 -0.429 0.754  -0.39
3 C 1.681 0.622 -0.561  -0.30
4 O 2.445 -0.316 0.062  -0.36
5 H -1.150 1.333 -0.430  0.35
6 H 0.109 -0.021 -0.871  0.20
7 H -1.892 -0.048 1.473  0.21
8 H -0.910 -1.434 0.918  0.27
9 H 1.209 1.331 0.146  0.15
10 H 2.967 -0.641 -0.700  0.42

iv:
# C3H6O

2 unconnected molecules or ions with the total composition C3H6O (ωB97M-V/def2-TZVPD, the Open Molecules 2025 dataset).

Summary:
E_LUMO   0.9 eV
E_HOMO   -8.835 eV
2S+1   1
HOMO-LUMO gap   9.7 eV
Structure (SMILES)   CC=C=O.[H][H]

Last column: Mulliken charge in e.
Positions of all 10 atoms, in Å:
1 C 0.025 0.805 1.412  -1.03
2 C -0.248 0.112 0.102  -0.24
3 C 0.166 -1.114 -0.125  0.42
4 O 0.553 -2.205 -0.297  -0.36
5 H -0.898 0.955 1.981  0.28
6 H 0.494 1.780 1.248  0.28
7 H 0.704 0.208 2.024  0.31
8 H -0.823 0.586 -0.684  0.34
9 H 0.225 -0.227 -2.680  -0.11
10 H -0.149 -0.802 -2.973  0.11

Stability ranking, top and bottom: iv is the most stable and iii is the least stable.

i:
# C3HN3O

2 unconnected molecules or ions with the total composition C3HN3O (ωB97M-V/def2-TZVPD, the Open Molecules 2025 dataset).

Summary:
E_LUMO   -0.9 eV
E_HOMO   -11.322 eV
2S+1   1
HOMO-LUMO gap   10.5 eV
Structure (SMILES)   N#CC#[N+][O-].C#N

Last column: Mulliken charge in e.
Positions of all 8 atoms, in Å:
1 C -2.016 -0.388 -0.085  0.16
2 C 1.129 1.430 -0.001  0.44
3 C 0.832 0.073 0.141  -0.18
4 N -2.744 -1.182 0.236  -0.34
5 N 1.240 2.581 -0.236  -0.34
6 N 1.337 -0.979 0.104  0.60
7 O 1.701 -2.099 0.059  -0.53
8 H -1.480 0.563 -0.217  0.19

ii:
# C3HN3O

C3HN3O in the gas phase (ωB97M-V/def2-TZVPD, the Open Molecules 2025 dataset).

Summary:
E_LUMO   -0.5 eV
E_HOMO   -11.519 eV
2S+1   1
HOMO-LUMO gap   11.1 eV
Structure (SMILES)   N#Cc1ncon1

Last column: Mulliken charge in e.
Positions of all 8 atoms, in Å:
1 C -1.413 0.513 1.181  0.26
2 C -0.375 -0.098 0.504  0.36
3 C 0.942 -0.291 -1.108  0.18
4 H 1.096 -0.871 -2.277  0.32
5 N -2.391 1.039 1.531  -0.36
6 N -0.352 -0.112 -0.919  -0.40
7 N 0.774 -0.059 1.081  -0.23
8 O 1.720 -0.121 0.007  -0.14

Stability ranking, top and bottom: ii is the most stable and i is the least stable.

i:
# CH7N3

2 unconnected molecules or ions with the total composition CH7N3 (ωB97M-V/def2-TZVPD, the Open Molecules 2025 dataset).

Summary:
E_LUMO   1.1 eV
E_HOMO   -9.145 eV
2S+1   1
HOMO-LUMO gap   10.2 eV
Structure (SMILES)   [H]/N=C/N.N

Last column: Mulliken charge in e.
Positions of all 11 atoms, in Å:
1 N -1.162 -2.196 -1.403  -0.58
2 H -0.273 -1.939 -1.027  0.19
3 H -1.036 -2.539 -2.325  0.20
4 H -1.730 -2.745 -0.777  0.19
5 N 0.609 1.283 1.812  -0.41
6 C 0.740 1.598 0.487  0.14
7 N -0.108 1.132 -0.340  -0.62
8 H 0.880 1.895 2.549  0.19
9 H 0.121 0.440 2.047  0.21
10 H 1.706 2.077 0.249  0.29
11 H 0.253 0.993 -1.272  0.21

ii:
# CH7N3

3 unconnected molecules or ions with the total composition CH7N3 (ωB97M-V/def2-TZVPD, the Open Molecules 2025 dataset).

Summary:
E_LUMO   0.4 eV
E_HOMO   -7.088 eV
2S+1   1
HOMO-LUMO gap   7.5 eV

Last column: Mulliken charge in e.
Positions of all 11 atoms, in Å:
1 C 0.486 -0.076 0.210  -0.94
2 N -0.790 0.177 -0.177  -0.10
3 N -1.336 -0.590 -1.085  -0.20
4 N 1.104 0.668 1.234  -0.46
5 H 0.918 0.809 -1.069  0.23
6 H -0.912 -1.459 -1.394  0.23
7 H -2.280 -0.365 -1.351  0.23
8 H 1.956 1.089 0.868  0.31
9 H 0.494 1.409 1.558  0.29
10 H 0.979 -1.004 -0.064  0.16
11 H -0.620 -0.660 1.268  0.23

Stability ranking, top and bottom: i is the most stable and ii is the least stable.

i:
# C2H8O4

A molecular structure, C2H8O4 (ωB97M-V/def2-TZVPD, the Open Molecules 2025 dataset).

Summary:
E_LUMO (spin up / spin down)   -4.8 / -10.3 eV
Net charge   +1
E_HOMO (spin up / spin down)   -15.554 / -15.522 eV
2S+1   2
HOMO-LUMO gap (spin up / spin down)   10.8 / 5.2 eV

Last column: Mulliken charge in e.
Positions of all 14 atoms, in Å:
1 H -0.090 1.343 -0.081  0.55
2 O -1.050 1.859 0.670  -0.59
3 O 0.753 0.490 -0.439  -0.49
4 H -1.693 1.057 0.527  0.45
5 H -0.771 1.808 1.576  0.40
6 C 0.521 -0.434 0.554  0.89
7 O -0.444 -0.440 1.304  -0.25
8 C 1.653 -1.370 0.604  -1.01
9 H 2.685 -1.144 0.359  0.35
10 H 1.645 -2.020 1.508  0.35
11 H 1.468 -2.096 -0.253  0.32
12 O -1.474 0.712 -2.288  -0.61
13 H -0.896 0.077 -1.868  0.29
14 H -2.305 0.158 -2.175  0.35

ii:
# C2H8O4

3 unconnected molecules or ions with the total composition C2H8O4 (ωB97M-V/def2-TZVPD, the Open Molecules 2025 dataset).

Summary:
E_LUMO (spin up / spin down)   -4.7 / -10.8 eV
Net charge   +1
E_HOMO (spin up / spin down)   -16.777 / -15.498 eV
2S+1   2
HOMO-LUMO gap (spin up / spin down)   12.0 / 4.7 eV

Last column: Mulliken charge in e.
Positions of all 14 atoms, in Å:
1 O 0.113 -0.139 -0.417  -0.44
2 C -0.061 0.584 0.588  0.83
3 O 0.892 1.347 1.113  -0.34
4 C -1.395 0.677 1.274  -0.87
5 H 1.744 1.190 0.630  0.51
6 H -1.304 1.458 2.050  0.32
7 H -1.583 -0.332 1.731  0.33
8 H -2.161 0.881 0.507  0.35
9 H 1.869 0.058 -0.885  0.34
10 H 3.273 0.335 -1.461  0.37
11 O 2.677 0.536 -0.695  -0.68
12 H -0.980 -1.645 -1.089  0.35
13 H -1.388 -2.658 -2.113  0.39
14 O -1.696 -2.293 -1.233  -0.47

Stability ranking, top and bottom: ii is the most stable and i is the least stable.

i:
# C2H4F2

C2H4F2 in the gas phase (ωB97M-V/def2-TZVPD, the Open Molecules 2025 dataset).

Summary:
E_LUMO   1.1 eV
E_HOMO   -12.262 eV
2S+1   1
HOMO-LUMO gap   13.4 eV
Structure (SMILES)   CC(F)F

Last column: Mulliken charge in e.
Positions of all 8 atoms, in Å:
1 C -0.187 -0.252 0.189  -0.91
2 C 0.998 0.726 0.124  0.46
3 F 2.160 0.034 0.236  -0.26
4 F 1.069 1.478 1.323  -0.30
5 H -0.821 -0.086 1.083  0.28
6 H -0.730 -0.333 -0.792  0.27
7 H 0.143 -1.327 0.164  0.28
8 H 0.942 1.438 -0.775  0.19

ii:
# C2H4F2

2 unconnected molecules or ions with the total composition C2H4F2 (ωB97M-V/def2-TZVPD, the Open Molecules 2025 dataset).

Summary:
E_LUMO (spin up / spin down)   1.1 / 0.1 eV
E_HOMO (spin up / spin down)   -9.018 / -8.023 eV
2S+1   1
HOMO-LUMO gap (spin up / spin down)   10.1 / 8.1 eV

Last column: Mulliken charge in e.
Positions of all 8 atoms, in Å:
1 C 0.821 0.183 -1.447  -0.88
2 C -0.765 -0.223 1.445  -0.04
3 F -0.566 1.020 1.843  -0.20
4 F -0.051 -1.151 1.997  -0.19
5 H 1.850 0.090 -1.529  0.31
6 H 0.088 -0.587 -1.287  0.31
7 H 0.299 0.989 -2.008  0.25
8 H -1.675 -0.321 0.987  0.44

Stability ranking, top and bottom: i is the most stable and ii is the least stable.

i:
# C5H5N

C5H5N in the gas phase (ωB97M-V/def2-TZVPD, the Open Molecules 2025 dataset).

Summary:
E_LUMO   -0.3 eV
E_HOMO   -8.378 eV
2S+1   1
HOMO-LUMO gap   8.1 eV

Last column: Mulliken charge in e.
Positions of all 11 atoms, in Å:
1 C -0.529 -0.498 0.529  -0.49
2 C -1.184 0.685 1.010  -0.60
3 C -0.380 -1.797 0.669  0.92
4 C 0.100 0.901 0.297  0.14
5 C 0.339 1.462 -1.139  -0.95
6 N -0.398 -2.963 0.800  -0.36
7 H 0.976 1.179 1.014  0.23
8 H 1.306 1.383 -1.533  0.34
9 H 0.063 2.575 -1.090  0.24
10 H -0.328 0.760 -1.854  0.25
11 H 0.034 -3.687 1.297  0.28

ii:
# C5H5N

2 unconnected molecules or ions with the total composition C5H5N (ωB97M-V/def2-TZVPD, the Open Molecules 2025 dataset).

Summary:
E_LUMO   0.6 eV
E_HOMO   -9.032 eV
2S+1   1
HOMO-LUMO gap   9.6 eV
Structure (SMILES)   C#CC=C.C#N

Last column: Mulliken charge in e.
Positions of all 11 atoms, in Å:
1 C -1.587 -2.095 1.869  0.10
2 C -0.611 1.281 0.972  0.03
3 C 0.053 0.785 0.046  -0.10
4 C 0.732 0.169 -0.989  -0.39
5 C 1.423 0.849 -1.948  -0.71
6 N -2.535 -1.463 1.818  -0.34
7 H -1.047 1.869 1.732  0.40
8 H 0.737 -1.005 -0.905  0.19
9 H 2.140 0.299 -2.445  0.28
10 H -0.556 -2.561 1.925  0.24
11 H 1.249 1.873 -2.075  0.30

Stability ranking, top and bottom: ii is the most stable and i is the least stable.